i:
Computed, not measured: a gas-phase ion, H3NO3P3 (charge -1), with the ωB97M-V functional and the def2-TZVPD basis.

Geometry as XYZ:
```
10
Properties=species:S:1:pos:R:3:lowdin_charge:R:1
N -1.303 -0.932 0.421 -0.6503
O 2.102 0.021 -1.212 -0.4408
O 0.951 2.342 -1.221 -0.4199
O 0.734 0.744 0.932 -0.6857
P -1.093 -0.222 -1.175 0.6579
P -0.303 -0.218 1.741 0.6734
P 0.964 0.906 -0.835 0.1722
H -1.690 0.881 -0.838 -0.1976
H -0.859 -1.858 0.306 -0.0508
H 0.497 -1.665 1.882 -0.0584
```

Output
SMILES   O=[P@]1([O-])OPNP1
HOMO-LUMO gap   8.8 eV
2S+1   1
E_HOMO   -4.79 eV
Charge   -1

ii:
Computed, not measured: a molecular structure, H3NO3P3, with the ωB97M-V functional and the def2-TZVPD basis.

Geometry as XYZ:
```
10
Properties=species:S:1:pos:R:3:lowdin_charge:R:1
N -1.266 1.379 -0.422 -0.3863
O -3.660 0.330 -1.075 -0.4160
O -2.869 0.280 1.402 -0.4905
O 0.195 -1.037 -0.407 -0.7818
P -1.336 -1.740 -0.200 0.6929
P 0.038 0.608 -0.231 0.4925
P -2.617 0.237 -0.086 0.0660
H -1.374 -1.700 1.143 -0.1654
H 0.577 0.454 1.005 -0.0209
H 1.082 1.237 -1.113 0.0096
```

Output
HOMO-LUMO gap   8.2 eV
2S+1   1
E_HOMO   -4.37 eV
Charge   -1

Among the structures shown above, i is the most stable, with the second-best lying 0.782 eV higher.